A 10-piece molecular cluster, C28H48O32S6 overall, computed with ωB97M-V with the def2-TZVPD basis set.

Structure (XYZ):
```
114
Properties=species:S:1:pos:R:3:lowdin_charge:R:1
O 3.2570 4.1282 4.2927 0.08
C 3.3009 3.2433 5.1558 -0.41
O 2.1390 2.8398 5.7380 0.04
C 2.3585 2.0177 6.7934 -0.22
C 3.8213 1.7856 6.8979 -0.19
C 4.4945 2.5478 5.8074 -0.07
H 1.8228 1.0755 6.6783 0.13
H 2.0592 2.5806 7.6775 0.13
H 4.0734 0.7353 6.7513 0.12
H 4.2337 2.0102 7.8815 0.12
H 5.0486 1.9104 5.1184 0.13
H 5.0875 3.3047 6.3209 0.13
O 3.5812 -3.0603 1.6435 0.08
C 3.3698 -4.0407 0.9290 -0.42
O 3.1078 -3.9919 -0.4164 0.01
C 2.8794 -5.2489 -0.9877 -0.17
C 3.5612 -6.2635 -0.0152 -0.15
C 3.5396 -5.5246 1.3091 -0.08
H 3.3368 -5.4510 -1.9562 0.12
H 1.8027 -5.3525 -1.1228 0.13
H 4.5082 -6.7290 -0.2882 0.11
H 2.8104 -7.0526 -0.0559 0.11
H 4.5823 -5.4863 1.6246 0.13
H 2.6849 -5.8329 1.9113 0.13
O 3.6506 6.2623 -1.9620 0.07
C 4.8007 6.0664 -1.5613 -0.48
O 5.6087 7.0613 -1.3103 0.03
C 6.8348 6.6208 -0.7274 -0.11
C 6.8352 5.0684 -0.9621 -0.16
C 5.4256 4.7341 -1.1913 -0.10
H 6.7507 7.0716 0.2614 0.13
H 7.5410 7.1806 -1.3406 0.12
H 7.2769 4.4839 -0.1551 0.12
H 7.4093 4.9038 -1.8739 0.12
H 5.0444 4.2473 -0.2937 0.13
H 5.3140 3.9058 -1.8909 0.13
O -1.5200 -1.3034 -2.1252 0.09
C -1.6070 -0.4279 -1.2819 -0.49
O -1.3976 0.8522 -1.6029 0.03
C -1.5860 1.6825 -0.4902 -0.17
C -1.3027 0.7273 0.7037 -0.13
C -1.7386 -0.6885 0.2023 -0.05
H -2.5915 2.1033 -0.4924 0.12
H -0.8653 2.4998 -0.4612 0.13
H -1.7589 1.1562 1.5959 0.11
H -0.2134 0.7465 0.7367 0.11
H -2.6869 -0.9050 0.6942 0.12
H -1.0935 -1.5551 0.3471 0.12
C -6.9489 -0.2093 -4.9980 -0.15
C -7.3126 -1.7065 -4.9580 -0.19
O -8.1353 -1.8692 -3.8365 -0.21
S -7.9149 -0.6880 -2.6438 0.72
O -7.2272 -1.1530 -1.4911 -0.23
O -9.1347 0.0161 -2.3536 -0.24
O -6.8915 0.2677 -3.6130 -0.21
H -7.6886 0.3770 -5.5431 0.12
H -5.9781 0.0035 -5.4455 0.13
H -6.4162 -2.3158 -4.8432 0.13
H -8.0132 -2.1218 -5.6824 0.14
C -2.7983 8.7902 4.4961 -0.25
C -1.7731 7.7888 4.5694 -0.15
O -1.0694 8.0101 5.8590 -0.20
S -1.6247 9.3762 6.6517 0.75
O -0.5546 10.3236 7.0358 -0.25
O -2.6082 9.0204 7.6705 -0.26
O -2.4680 9.8492 5.3365 -0.20
H -3.6849 8.4225 5.0126 0.13
H -3.0849 9.1768 3.5181 0.15
H -1.2047 8.0814 3.6866 0.13
H -2.0732 6.7410 4.5728 0.14
C -5.4338 -7.8964 3.0698 -0.14
C -4.4351 -6.9635 3.8496 -0.28
O -3.2750 -7.3527 3.3613 -0.19
S -3.1683 -9.0305 3.5437 0.76
O -2.9482 -9.3525 4.9029 -0.22
O -2.2155 -9.6401 2.5891 -0.25
O -4.7794 -9.1715 3.0615 -0.21
H -5.3391 -7.5367 2.0453 0.13
H -6.4291 -7.9630 3.5091 0.13
H -4.4278 -7.1703 4.9198 0.12
H -4.4735 -5.8793 3.7440 0.15
C 1.3237 -4.7855 8.9468 -0.16
C 0.1759 -5.7777 8.9462 -0.19
O -0.5368 -5.3997 7.7691 -0.19
S -0.7274 -3.7430 7.8453 0.66
O -1.5200 -3.2494 8.9262 -0.22
O -0.9399 -3.2152 6.5647 -0.20
O 0.8246 -3.5776 8.3399 -0.21
H 2.0235 -5.2047 8.2239 0.12
H 1.9403 -4.5068 9.8013 0.14
H -0.4424 -5.7911 9.8438 0.13
H 0.5529 -6.7675 8.6890 0.14
C 0.1141 -2.6506 -9.4778 -0.17
C -0.2794 -3.3592 -10.7952 -0.16
O 0.9036 -3.9749 -11.2349 -0.21
S 2.2030 -3.7851 -10.2336 0.73
O 3.3319 -3.3080 -11.0221 -0.24
O 2.3330 -5.0470 -9.4465 -0.27
O 1.5173 -2.6175 -9.3689 -0.20
H -0.1264 -3.2256 -8.5836 0.13
H -0.2343 -1.6223 -9.3813 0.13
H -0.4526 -2.6728 -11.6240 0.13
H -1.0746 -4.0706 -10.5724 0.13
C 0.4062 5.9741 -8.2088 -0.13
C -0.1603 4.5508 -7.8107 -0.14
O 0.4461 3.6195 -8.7174 -0.24
S 1.0710 4.2699 -10.0580 0.71
O 0.2350 3.8306 -11.1607 -0.25
O 2.5386 4.0917 -10.1308 -0.26
O 0.6939 5.8228 -9.6176 -0.22
H 1.3388 6.1672 -7.6786 0.13
H -0.4058 6.6531 -7.9487 0.13
H -1.2125 4.4336 -8.0696 0.12
H 0.0782 4.0750 -6.8594 0.13
```

frontier orbital gap = 10.10 eV
max |F| = 6.4 eV/A
energy = -160333.871 eV
energy relative to the best compared isomer or geometry (same formula, charge and spin) = 671.7 kJ/mol
spin multiplicity = 1

C25H33BN9NaO3PSSe2 as an isolated structure, computed with ωB97M-V with the def2-TZVPD basis set.

Structure (XYZ):
```
76
Properties=species:S:1:pos:R:3:lowdin_spin:R:1
Na 0.3378 -0.7188 0.0595 0.00
C 4.3241 -1.3702 1.9415 0.00
C 3.4441 -2.1482 1.1648 0.00
N 2.2255 -2.1484 1.6760 0.00
N 2.2911 -1.3880 2.7933 0.00
C 3.5342 -0.8934 2.9635 0.00
B 0.9691 -0.9550 3.4489 0.00
N 0.6575 0.4808 2.9694 0.00
C -0.0403 1.4644 3.5697 0.00
C -0.0823 2.5428 2.7154 0.00
C 0.6354 2.1130 1.5870 0.00
N 1.0823 0.8769 1.7505 0.00
N -0.1389 -1.9337 3.0204 0.00
C -0.4204 -3.1427 3.5497 0.00
C -1.4073 -3.7228 2.7871 0.00
C -1.6612 -2.7764 1.7775 0.00
N -0.8915 -1.7131 1.9216 0.00
N 1.0178 -0.9680 5.0015 0.00
C -0.0505 -1.0133 5.8266 0.00
C 0.4034 -0.8831 7.1200 0.00
C 1.7960 -0.7566 6.9743 0.00
N 2.1566 -0.8039 5.7014 0.00
H 5.3709 -1.1758 1.7765 0.00
H 3.6353 -2.7005 0.2573 0.00
H 3.7563 -0.2498 3.7965 0.00
H -0.4623 1.3276 4.5514 0.00
H -0.5811 3.4842 2.8684 0.00
H 0.8346 2.6358 0.6635 0.00
H 0.1024 -3.4996 4.4221 0.00
H -1.8724 -4.6830 2.9333 0.00
H -2.3687 -2.8067 0.9636 0.00
H -1.0453 -1.1417 5.4326 0.00
H -0.1819 -0.8834 8.0239 0.00
H 2.5497 -0.6371 7.7381 0.00
O -5.6580 -0.3946 -4.1389 0.00
C -4.2708 -0.0037 -4.0784 0.00
C -3.9216 0.6065 -2.7158 0.01
C -4.4219 2.0526 -2.6198 0.00
O -5.6956 2.2718 -3.2464 0.00
C -2.3922 0.5749 -2.6448 0.02
Se -1.6095 1.4243 -1.0640 0.42
C -4.5133 -0.2856 -1.6145 0.03
Se -3.9820 0.1811 0.2167 0.47
H -5.8605 -0.5885 -5.0570 0.00
H -4.0620 0.7317 -4.8641 0.00
H -3.6403 -0.8847 -4.2363 0.00
H -3.7202 2.7183 -3.1287 0.00
H -4.4551 2.3396 -1.5674 0.00
H -6.2153 1.4698 -3.1253 0.00
H -1.9853 1.0921 -3.5209 0.01
H -2.0604 -0.4613 -2.6929 0.00
H -4.2105 -1.3153 -1.8133 0.00
H -5.6033 -0.2571 -1.6544 0.01
C 3.3565 -1.0598 -2.5300 0.00
P 1.6747 -0.3040 -2.4385 0.01
C 1.1968 -0.3020 -4.2126 0.00
C 2.2834 1.4667 -2.3399 0.01
C 3.1029 1.8126 -1.2587 0.00
C 3.4370 3.1302 -0.9879 0.00
C 2.9389 4.1555 -1.7841 0.00
C 2.1034 3.8383 -2.8443 0.00
C 1.7838 2.5128 -3.1159 0.01
H 3.8449 -0.9921 -1.5582 0.00
H 3.9757 -0.5549 -3.2749 0.00
H 3.2444 -2.1118 -2.7892 0.00
H 1.8721 0.3181 -4.8059 0.00
H 0.1720 0.0578 -4.3156 0.00
H 1.2136 -1.3298 -4.5698 0.00
H 3.4586 1.0380 -0.5856 0.00
H 4.0667 3.3586 -0.1356 0.00
H 3.1800 5.1889 -1.5640 0.00
H 1.6804 4.6269 -3.4564 0.00
H 1.1110 2.3004 -3.9380 0.00
O -1.4346 -2.7707 -3.4241 0.00
S -0.6474 -2.9756 -2.1785 0.00
N 0.7425 -2.4881 -2.0727 0.00
```

frontier orbital gap (spin up / spin down) = 4.48 / 5.30 eV
max |F| = 1.3 eV/A
energy = -201927.445 eV
energy relative to the best compared isomer or geometry (same formula, charge and spin) = 176.8 kJ/mol
total charge = -2
spin multiplicity = 2

A 3-piece molecular cluster, C20H38OP overall, computed with ωB97M-V with the def2-TZVPD basis set.

Structure (XYZ):
```
60
Properties=species:S:1:pos:R:3:nbo_charge:R:1
O 0.7681 -0.5051 -1.0153 -0.47
C 1.8254 -1.0494 -1.2296 0.58
C 2.6452 -1.9310 -0.1499 -0.78
P 2.0654 -3.7350 -0.1025 0.74
C 2.5422 -0.9049 -2.6122 -0.19
C 1.8540 -1.1305 -3.8798 -0.17
C 2.6679 -0.9798 -5.1003 -0.21
C 4.0924 -0.6487 -5.0731 -0.18
C 4.7917 -0.4279 -3.7849 -0.20
C 3.9822 -0.5579 -2.5855 -0.21
H 3.7399 -1.9992 -0.4059 0.29
H 2.5899 -1.4431 0.8568 0.30
H 3.1533 -4.5906 -0.4476 0.09
H 1.7168 -3.9990 1.2452 0.10
H 1.0208 -3.9930 -1.0274 0.11
H 0.7709 -1.4066 -3.9411 0.24
H 2.1508 -1.1195 -6.0740 0.24
H 4.7133 -0.5426 -5.9964 0.24
H 5.8754 -0.1952 -3.7063 0.24
H 4.4569 -0.4293 -1.5773 0.21
C -4.5069 -4.3330 0.6210 -0.61
C -4.5831 -2.8115 0.6531 -0.40
C -3.6909 -2.1371 -0.3891 -0.40
C -2.1914 -2.3954 -0.2305 -0.40
C -1.5989 -1.9904 1.1204 -0.38
C -1.6917 -0.5085 1.4013 -0.62
H -3.5030 -4.6931 0.8585 0.19
H -5.1919 -4.7605 1.3558 0.22
H -4.7870 -4.7169 -0.3630 0.21
H -4.3379 -2.4518 1.6570 0.19
H -5.6179 -2.5114 0.4658 0.21
H -3.8779 -1.0593 -0.3679 0.21
H -3.9940 -2.4736 -1.3862 0.21
H -1.6618 -1.8569 -1.0252 0.20
H -1.9847 -3.4594 -0.3999 0.18
H -0.5408 -2.2626 1.1313 0.15
H -2.0741 -2.5539 1.9286 0.21
H -1.1768 0.0534 0.6198 0.21
H -1.2149 -0.2727 2.3561 0.21
H -2.7264 -0.1665 1.4578 0.21
C -0.4686 3.9085 4.1171 -0.61
C 0.3670 4.7251 3.1388 -0.40
C -0.3471 5.0026 1.8159 -0.40
C -0.7014 3.7623 0.9926 -0.40
C 0.4798 2.8642 0.6252 -0.40
C 1.5173 3.5549 -0.2524 -0.61
H -0.6954 2.9148 3.7238 0.19
H 0.0728 3.7754 5.0563 0.21
H -1.4111 4.4137 4.3410 0.21
H 1.3218 4.2207 2.9600 0.19
H 0.6111 5.6837 3.6061 0.21
H 0.2750 5.6731 1.2145 0.20
H -1.2703 5.5548 2.0205 0.21
H -1.1978 4.0886 0.0723 0.20
H -1.4407 3.1637 1.5347 0.20
H 0.0931 1.9932 0.0857 0.20
H 0.9630 2.4782 1.5286 0.19
H 1.0666 3.9150 -1.1802 0.21
H 2.3152 2.8551 -0.5163 0.20
H 1.9795 4.4018 0.2582 0.21
```

frontier orbital gap = 8.70 eV
max |F| = 3.2 eV/A
energy = -32683.826 eV
total charge = +1
spin multiplicity = 1

CH13NSi4 as an isolated structure, computed with ωB97M-V with the def2-TZVPD basis set.

Structure (XYZ):
```
19
Properties=species:S:1:pos:R:3:nbo_charge:R:1
C 1.1523 0.9131 1.7930 -1.10
N 0.2381 -0.7008 -0.5667 -1.76
Si -0.8143 -1.7501 0.4228 1.06
Si 1.0869 -1.3342 -1.9442 1.10
Si -1.5912 1.7945 -0.1397 0.28
Si 0.4159 0.8885 0.0372 1.20
H 1.1078 1.8244 2.3405 0.25
H 0.4564 0.2427 2.2805 0.22
H 2.1740 0.5776 1.8128 0.25
H -2.1745 -0.9446 0.6089 -0.16
H -1.1841 -2.9482 -0.4346 -0.15
H -0.1643 -2.0950 1.6779 -0.17
H 1.3773 -0.0483 -2.6022 -0.16
H 0.3663 -2.4980 -2.6089 -0.16
H 2.3772 -2.1013 -1.8050 -0.19
H -2.8372 1.0132 -0.5284 -0.10
H -1.6663 3.1047 -0.6807 -0.12
H -2.0998 2.1675 1.2924 -0.12
H 1.7797 1.8942 -0.9555 -0.16
```

frontier orbital gap = 10.18 eV
max |F| = 4.8 eV/A
energy = -34246.899 eV
energy relative to the best compared isomer or geometry (same formula, charge and spin) = 157.9 kJ/mol
spin multiplicity = 1

max |F| of number 1 (C28H48O32S6)?
6.4 eV/A

Copy entry 4 word for word.
CH13NSi4 as an isolated structure, computed with ωB97M-V with the def2-TZVPD basis set.

Structure (XYZ):
```
19
Properties=species:S:1:pos:R:3:nbo_charge:R:1
C 1.1523 0.9131 1.7930 -1.10
N 0.2381 -0.7008 -0.5667 -1.76
Si -0.8143 -1.7501 0.4228 1.06
Si 1.0869 -1.3342 -1.9442 1.10
Si -1.5912 1.7945 -0.1397 0.28
Si 0.4159 0.8885 0.0372 1.20
H 1.1078 1.8244 2.3405 0.25
H 0.4564 0.2427 2.2805 0.22
H 2.1740 0.5776 1.8128 0.25
H -2.1745 -0.9446 0.6089 -0.16
H -1.1841 -2.9482 -0.4346 -0.15
H -0.1643 -2.0950 1.6779 -0.17
H 1.3773 -0.0483 -2.6022 -0.16
H 0.3663 -2.4980 -2.6089 -0.16
H 2.3772 -2.1013 -1.8050 -0.19
H -2.8372 1.0132 -0.5284 -0.10
H -1.6663 3.1047 -0.6807 -0.12
H -2.0998 2.1675 1.2924 -0.12
H 1.7797 1.8942 -0.9555 -0.16
```

frontier orbital gap = 10.18 eV
max |F| = 4.8 eV/A
energy = -34246.899 eV
energy relative to the best compared isomer or geometry (same formula, charge and spin) = 157.9 kJ/mol
spin multiplicity = 1

Number 3 is which compound?
C20H38OP